[1]
{"formula": "C25H43Ag2N2O12", "method": "wB97M-V/def2-TZVPD", "elements": ["Ag", "Ag", "N", "O", "O", "O", "C", "C", "C", "C", "C", "C", "N", "O", "C", "C", "C", "H", "H", "H", "H", "H", "H", "H", "H", "H", "H", "H", "H", "H", "H", "H", "H", "H", "H", "H", "O", "C", "O", "C", "C", "C", "H", "H", "H", "H", "H", "H", "O", "C", "O", "C", "C", "C", "H", "H", "H", "H", "H", "H", "O", "C", "O", "C", "C", "C", "H", "H", "H", "H", "H", "H", "O", "C", "O", "C", "C", "C", "H", "H", "H", "H", "H", "H"], "xyz": [[-1.7104, -0.7320, -5.2660], [-2.6916, 2.4940, -4.0867], [-0.7233, 0.6739, -2.2472], [-0.1197, 0.3839, -1.2574], [-1.2150, 1.7934, -2.4668], [-0.7303, -0.1189, -3.1419], [-3.1366, -1.3077, 2.8075], [-2.1712, -0.1269, 2.5309], [-2.0620, 0.7079, 3.7971], [-1.2344, 0.0561, 4.9590], [0.1416, -0.1823, 4.3159], [0.0900, -1.0853, 2.9963], [-0.9024, -0.5700, 2.0653], [-1.0432, -1.3401, 0.9405], [1.4305, -0.9941, 2.2111], [-0.1117, -2.5382, 3.4445], [-2.8469, 0.8627, 1.4984], [-4.1616, -0.9518, 2.9120], [-2.8239, -1.8957, 3.6703], [-3.2162, -1.9867, 1.9586], [-1.5566, 1.6383, 3.5385], [-3.0174, 1.0890, 4.1578], [-1.7400, -0.8233, 5.3580], [-1.0307, 0.7459, 5.7781], [0.7767, -0.6177, 5.0873], [0.5966, 0.7849, 4.1024], [1.5847, -1.6926, 1.3886], [1.5609, -0.0169, 1.7463], [2.3166, -0.9411, 2.8436], [-0.3523, -3.1956, 2.6091], [0.7377, -2.8922, 4.0288], [-0.9693, -2.5632, 4.1168], [-2.3837, 0.8579, 0.5117], [-2.8919, 1.8735, 1.9039], [-3.8943, 0.6232, 1.3149], [-0.5416, -0.8094, 0.3173], [-1.3142, 4.8275, 1.8617], [-0.3473, 4.0407, 1.8902], [0.7831, 4.2243, 2.6166], [1.8040, 3.4732, 1.9948], [1.2949, 2.8920, 0.7467], [-0.2196, 3.0296, 0.8276], [2.2203, 2.7590, 2.7053], [2.5830, 4.1639, 1.6720], [1.6659, 1.9113, 0.4488], [1.5403, 3.5749, -0.0666], [-0.6863, 2.1828, 1.3308], [-0.8208, 3.3188, -0.0343], [-1.8504, -2.6563, -4.0592], [-2.5657, -2.9296, -3.1394], [-3.6121, -3.8196, -3.2428], [-4.2390, -4.1268, -1.9793], [-3.6664, -3.0896, -0.9602], [-2.4618, -2.4361, -1.7037], [-4.0768, -5.1506, -1.6424], [-5.2957, -3.8957, -2.1136], [-3.3184, -3.4463, 0.0092], [-4.3929, -2.2992, -0.7713], [-1.6182, -2.9464, -1.2390], [-2.6159, -1.3720, -1.5246], [5.2027, -1.5469, -3.6102], [4.3488, -1.5100, -2.7606], [4.2776, -0.6533, -1.7991], [3.2805, -1.0749, -0.8169], [2.3013, -1.9177, -1.5588], [3.1587, -2.4798, -2.7163], [2.8240, -0.1751, -0.4044], [3.7388, -1.6000, 0.0211], [1.4973, -1.3166, -1.9835], [1.8753, -2.7377, -0.9806], [2.4812, -2.3696, -3.5630], [3.5897, -3.4703, -2.5704], [2.6738, 5.1088, -4.2930], [2.8791, 3.9443, -3.9097], [3.7178, 3.1168, -4.4362], [3.4932, 1.8152, -3.9321], [2.2295, 1.7724, -3.1349], [2.2049, 3.2429, -2.7474], [4.4563, 1.6879, -3.4378], [3.5108, 1.1222, -4.7733], [2.2058, 1.0776, -2.2953], [1.4121, 1.5845, -3.8309], [2.7352, 3.3977, -1.8078], [1.1590, 3.5493, -2.7303]], "s2": 3.7664, "homo_energy_ev": [-18.3548, -18.3538], "homo_lumo_gap_ev": [5.914, 2.982], "lumo_ev": [-12.44, -15.37], "total_charge": 4, "spin_multiplicity": 4}

---

[2]
{"formula": "C25H43AsMoNO5Si4Te", "method": "wB97M-V/def2-TZVPD", "elements": ["Mo", "O", "C", "C", "C", "N", "C", "C", "C", "O", "O", "C", "O", "O", "H", "H", "H", "C", "Si", "C", "C", "Si", "Te", "Si", "C", "C", "C", "Si", "C", "C", "C", "H", "H", "H", "H", "H", "H", "H", "H", "H", "H", "H", "H", "H", "H", "H", "H", "H", "H", "H", "H", "H", "H", "H", "H", "H", "H", "H", "C", "As", "C", "C", "C", "C", "C", "C", "C", "C", "H", "H", "H", "H", "H", "H", "H", "H", "H", "H", "H", "H", "H"], "xyz": [[-2.6250, 0.0211, 0.6997], [-5.1498, 0.2570, 6.2030], [-4.5315, 0.1352, 5.0509], [-4.2572, -1.0955, 4.4259], [-3.5809, -1.0801, 3.2307], [-3.1529, 0.0586, 2.6640], [-3.5100, 1.2420, 3.2005], [-4.1842, 1.3305, 4.3874], [-3.2230, 2.3522, 2.2243], [-3.3794, 3.5090, 2.3634], [-2.7724, 1.7546, 1.0552], [-3.3734, -2.2360, 2.2834], [-3.5662, -3.3815, 2.4775], [-2.9320, -1.7047, 1.0917], [-5.4245, -0.5832, 6.5980], [-4.5942, -2.0378, 4.8415], [-4.4859, 2.2866, 4.7961], [2.5047, 0.0860, 4.6028], [3.3553, -1.3113, 3.7393], [5.1108, -1.1143, 3.2065], [2.4377, -2.8758, 3.3843], [2.2448, 0.2062, 0.5050], [-0.1550, -0.3787, 0.1199], [3.2722, -1.4756, -1.0483], [2.6471, -0.7929, -2.6855], [5.1364, -1.3064, -0.9038], [2.6422, -3.1986, -0.6423], [2.9551, 2.5698, 0.6518], [2.3891, 3.1385, -1.0505], [4.8234, 2.5367, 0.8379], [2.0915, 3.4539, 2.0671], [2.4636, -0.0781, 5.6851], [1.4770, 0.1950, 4.2503], [3.0321, 1.0269, 4.4379], [5.7977, -1.3703, 4.0218], [5.3251, -0.0832, 2.9170], [5.3468, -1.7715, 2.3680], [2.3815, -3.5206, 4.2679], [2.9303, -3.4471, 2.5961], [1.4153, -2.6606, 3.0678], [3.0813, 0.1840, -2.9065], [1.5618, -0.6900, -2.6866], [2.9205, -1.4628, -3.5048], [5.4699, -0.2753, -1.0295], [5.5938, -1.8912, -1.7068], [5.5405, -1.6869, 0.0348], [1.5971, -3.1886, -0.3270], [3.2373, -3.6821, 0.1339], [2.7128, -3.8283, -1.5323], [2.9837, 2.6854, -1.8457], [2.5041, 4.2222, -1.1347], [1.3384, 2.9025, -1.2278], [5.3073, 1.8952, 0.0998], [5.1450, 2.2271, 1.8336], [5.2060, 3.5492, 0.6835], [1.0257, 3.2240, 2.1104], [2.1864, 4.5327, 1.9215], [2.5371, 3.2232, 3.0357], [-4.1598, -1.3103, -2.3285], [-2.8743, 0.0188, -1.7710], [-3.7371, 1.6961, -2.2025], [-1.4409, -0.1577, -3.1241], [-1.9761, -0.1575, -4.5252], [-2.2152, -1.3604, -5.1854], [-2.7059, -1.3637, -6.4818], [-2.9717, -0.1650, -7.1281], [-2.7298, 1.0384, -6.4798], [-2.2289, 1.0430, -5.1872], [-4.3500, -1.1981, -3.3950], [-5.0912, -1.1667, -1.7816], [-3.7873, -2.3150, -2.1352], [-4.0731, 1.6886, -3.2379], [-3.0546, 2.5305, -2.0485], [-4.5998, 1.8280, -1.5496], [-0.9330, -1.1009, -2.9146], [-0.7407, 0.6656, -2.9668], [-2.0020, -2.2997, -4.6858], [-2.8723, -2.3032, -6.9918], [-3.3587, -0.1669, -8.1379], [-2.9216, 1.9751, -6.9861], [-2.0071, 1.9847, -4.6963]], "de_lowest_ev": 2.095, "homo_energy_ev": -14.9563, "homo_lumo_gap_ev": 4.662, "lumo_ev": -10.29, "total_charge": 3}

---

[3]
{"formula": "C25H43BrN2P2Pd", "method": "wB97M-V/def2-TZVPD", "elements": ["N", "C", "C", "C", "C", "C", "C", "Pd", "P", "C", "C", "C", "C", "C", "C", "C", "Br", "H", "H", "H", "H", "H", "H", "H", "H", "H", "H", "P", "C", "C", "H", "H", "H", "H", "H", "C", "C", "H", "H", "H", "H", "H", "C", "C", "H", "H", "H", "H", "H", "C", "C", "H", "H", "H", "H", "H", "C", "C", "H", "H", "H", "H", "H", "C", "C", "H", "H", "H", "H", "H", "N", "H", "H", "H"], "xyz": [[2.0444, -6.9773, 1.7938], [1.0794, -6.2596, 2.3808], [0.7278, -4.9636, 1.9806], [1.3564, -4.3780, 0.8575], [2.3760, -5.1410, 0.2451], [2.6539, -6.4298, 0.7541], [0.7587, -3.1906, 0.2538], [0.9898, -1.0958, -0.6697], [0.5296, 0.4254, -2.3572], [0.7852, -3.0024, -1.1784], [-0.5314, -3.1279, -1.9239], [-0.4970, -3.1763, -3.3261], [-1.6901, -3.1512, -4.0684], [-2.9283, -3.1083, -3.3995], [-2.9433, -3.1702, -1.9906], [-1.7561, -3.2169, -1.2634], [-4.5287, -2.7893, -4.2402], [-0.0503, -2.7657, 0.8295], [1.6923, -3.3693, -1.6871], [-0.1111, -4.4863, 2.4768], [2.8838, -4.8390, -0.6526], [0.5661, -6.7471, 3.1974], [3.4123, -7.0557, 0.2816], [0.4756, -3.2306, -3.8215], [-1.8378, -3.3383, -0.1756], [-1.6394, -3.1183, -5.1473], [-3.8919, -3.1670, -1.4735], [3.0068, -0.3254, 0.2675], [-0.9929, 0.2164, -3.3854], [-1.1040, 0.5405, -4.8965], [-1.7448, 0.8283, -2.8602], [-1.2631, -0.8449, -3.2666], [-2.0454, 0.1042, -5.2719], [-1.1418, 1.6233, -5.0986], [-0.2884, 0.1081, -5.4815], [1.8561, -0.4120, -3.4359], [2.4364, 0.1550, -4.7242], [1.4233, -1.4005, -3.6731], [2.6846, -0.5964, -2.7340], [3.3223, -0.4405, -4.9940], [1.7343, 0.0712, -5.5584], [2.7428, 1.2007, -4.6508], [-0.0798, 1.7151, -1.0516], [-0.2771, 3.1998, -1.1994], [0.6154, 1.4884, -0.2169], [-1.0512, 1.2561, -0.7860], [-0.1725, 3.6296, -0.2024], [0.4437, 3.6757, -1.8515], [-1.2878, 3.4284, -1.5385], [2.8595, 1.3545, 1.0094], [4.0796, 1.7541, 1.8389], [1.9479, 1.3946, 1.6227], [2.7301, 2.0480, 0.1664], [4.1590, 1.1808, 2.7639], [5.0089, 1.6581, 1.2738], [3.9927, 2.8135, 2.1393], [4.3961, -0.1812, -0.9538], [4.7893, -1.4742, -1.6665], [5.2580, 0.2133, -0.3924], [4.0724, 0.5814, -1.6725], [5.3745, -2.1713, -1.0322], [3.9320, -2.0451, -2.0623], [5.4180, -1.2309, -2.5413], [3.7961, -1.4197, 1.5141], [2.9463, -1.6361, 2.7555], [4.8038, -1.0267, 1.7431], [3.9342, -2.3771, 0.9918], [3.5743, -2.0780, 3.5451], [2.5072, -0.7100, 3.1679], [2.1485, -2.3619, 2.5401], [-0.7349, -0.5884, 0.7143], [-1.6307, -0.8830, 0.3270], [-0.8101, 0.3925, 0.9704], [-0.5598, -1.0963, 1.5843]], "s2": 6.0886, "de_lowest_ev": 2.177, "homo_energy_ev": [-19.4213, -19.9616], "homo_lumo_gap_ev": [6.620, 4.538], "lumo_ev": [-12.80, -15.42], "total_charge": 4, "spin_multiplicity": 5}